# 1
45
Properties=species:S:1:pos:R:3:mulliken_charge:R:1 method="wB97M-V/def2-TZVPD" gap_ev="6.15 / 6.85" e_tot_ha=-2272.9363 total_charge=+2 largest_force_ev_per_a=0.56 e_above_lowest_kcal_mol=56.4 mol_weight_da=494.29 lumo_energy_ev="-8.4 / -8.0" spin_multiplicity=3
Mo 0.451 0.006 0.599 1.0133
C -3.436 -2.004 3.145 -0.8243
N -3.497 -1.713 1.710 0.1685
C -4.647 -1.541 0.975 -0.4175
C -4.267 -1.353 -0.314 -0.4058
N -2.892 -1.404 -0.363 0.1039
B -2.050 -1.399 -1.655 0.4191
N -1.288 0.028 -1.875 0.3622
C -0.920 0.356 -3.099 -0.4472
C -0.282 1.601 -3.056 -0.2263
N -0.262 1.995 -1.794 0.2122
C 0.203 3.316 -1.356 -0.9596
C -0.856 1.004 -0.993 0.0452
S -1.500 1.344 0.598 -0.2139
C -2.451 -1.626 0.879 0.0456
S -0.798 -1.822 1.365 -0.3504
H -4.414 -1.810 3.574 0.3253
H -2.700 -1.361 3.620 0.3467
H -3.169 -3.046 3.305 0.3539
H -5.623 -1.579 1.426 0.4721
H -4.858 -1.206 -1.200 0.5119
H -1.177 -2.221 -1.617 -0.0278
H -2.780 -1.483 -2.599 -0.1264
H -1.119 -0.277 -3.949 0.5070
H 0.128 2.191 -3.861 0.5112
H 0.034 4.018 -2.167 0.4240
H 1.262 3.283 -1.114 0.2995
H -0.375 3.618 -0.487 0.3796
N 4.494 -1.002 -0.489 -0.5088
C 3.849 -2.295 -0.276 -0.5376
C 2.639 -2.245 0.630 0.2473
O 2.205 -3.182 1.219 -0.4530
O 2.007 -1.021 0.707 -0.6282
H 4.891 -0.964 -1.420 0.2430
H 5.274 -0.897 0.149 0.2488
H 4.501 -3.061 0.144 0.3635
H 3.482 -2.690 -1.226 0.2975
S 2.485 3.894 2.182 -0.0305
C 3.562 2.912 1.289 -0.1128
C 2.922 1.828 0.796 -0.9845
N 1.569 1.796 1.121 0.2065
C 1.223 2.834 1.856 -0.2057
H 4.603 3.171 1.185 0.4553
H 3.360 1.014 0.227 0.5122
H 0.217 2.997 2.209 0.3850

---

# 2
20
Properties=species:S:1:pos:R:3:mulliken_charge:R:1 method="wB97M-V/def2-TZVPD" gap_ev="6.55 / 7.55" e_tot_ha=-913.2812 largest_force_ev_per_a=4.94 mol_weight_da=180.10 lumo_energy_ev="0.6 / -2.6" spin_multiplicity=3
C -0.657 1.901 -0.682 -0.6032
C -1.287 0.975 0.331 -0.2050
C 0.513 0.010 -0.751 0.1369
C -0.288 -0.082 0.529 0.9279
C 1.709 -0.919 -0.610 -0.7517
O -1.561 -2.577 -0.107 -0.4649
O 0.585 1.392 -0.932 -0.4528
O -1.694 1.453 1.577 -0.6143
O 0.598 0.203 1.729 -0.6518
O 1.247 -2.180 -0.124 -0.4648
P -0.714 -1.944 0.890 0.1073
H -1.205 1.790 -1.648 0.2857
H -0.453 3.029 -0.565 0.2836
H -2.192 0.565 -0.131 0.3399
H -0.108 -0.431 -1.554 0.3440
H 2.552 -0.593 0.099 0.2486
H 2.331 -1.057 -1.511 0.3505
H -0.874 1.681 2.157 0.3959
H 0.788 -0.674 2.087 0.3888
H 0.711 -2.542 -0.783 0.3995

---

# 3
16
Properties=species:S:1:pos:R:3:mulliken_charge:R:1 method="wB97M-V/def2-TZVPD" gap_ev=10.15 smiles="C=CCC.C=O" e_tot_ha=-271.6476 largest_force_ev_per_a=2.38 e_above_lowest_kcal_mol=65.9 mol_weight_da=86.13 lumo_energy_ev=0.9
C 0.333 1.806 1.139 -0.7904
C 0.312 0.742 0.343 -0.1239
C -0.958 0.085 -0.136 -0.3724
C -1.507 -1.032 0.768 -1.0254
H -0.562 2.370 1.348 0.2455
H 1.297 2.208 1.443 0.2781
H 1.170 1.008 -0.253 0.2841
H -1.715 0.879 -0.190 0.3117
H -0.824 -0.306 -1.150 0.2971
H -1.699 -0.669 1.784 0.3090
H -0.816 -1.879 0.843 0.2776
H -2.456 -1.411 0.368 0.3239
C 1.845 -0.941 -1.613 -0.1512
O 1.471 -0.288 -2.555 -0.3959
H 1.233 -1.756 -1.178 0.2376
H 2.820 -0.765 -1.118 0.2947

---

# 4
5
Properties=species:S:1:pos:R:3:mulliken_charge:R:1 method="wB97M-V/def2-TZVPD" gap_ev="11.10 / 7.15" e_tot_ha=-101.7254 largest_force_ev_per_a=2.18 e_above_lowest_kcal_mol=105.8 mol_weight_da=29.83 lumo_energy_ev="0.3 / -0.1"
B 0.367 0.396 0.287 0.0284
O 0.155 0.866 -0.899 -0.3474
H 0.082 0.928 1.236 -0.0459
H -0.951 -2.622 1.084 0.0001
H 0.348 0.432 -1.709 0.3648

---

# 5
28
Properties=species:S:1:pos:R:3:mulliken_charge:R:1 method="wB97M-V/def2-TZVPD" gap_ev=9.48 e_tot_ha=-1195.9606 largest_force_ev_per_a=4.02 e_above_lowest_kcal_mol=0.0 mol_weight_da=247.15 lumo_energy_ev=0.8
C -1.725 -0.468 0.621 0.1997
C 1.290 2.268 -1.848 -1.0677
C 2.928 -0.717 0.260 -1.1081
C -2.098 0.485 2.800 -0.7885
C -0.054 1.562 -1.895 -0.2808
C 1.962 -1.869 0.452 -0.1474
C -2.884 -1.670 -0.660 0.6629
N -2.398 -0.243 1.612 -0.3585
O 0.478 1.048 1.002 -0.7596
O 0.036 0.223 -1.406 -0.3592
O 0.588 -1.502 0.328 -0.3643
F -3.672 -0.885 -1.396 -0.2477
F -3.622 -2.485 0.082 -0.2384
F -2.090 -2.376 -1.462 -0.2347
P -0.018 -0.052 0.164 1.0924
H 1.196 3.266 -2.266 0.3974
H 1.626 2.345 -0.817 0.2844
H 2.028 1.711 -2.423 0.2677
H 3.951 -1.076 0.342 0.4117
H 2.783 -0.276 -0.724 0.2308
H 2.756 0.045 1.016 0.3302
H -2.898 0.300 3.516 0.3079
H -2.044 1.552 2.572 0.2756
H -1.132 0.189 3.215 0.2769
H -0.413 1.466 -2.924 0.3497
H -0.791 2.120 -1.309 0.3219
H 2.081 -2.311 1.449 0.2687
H 2.134 -2.647 -0.300 0.2770

---

# 6
59
Properties=species:S:1:pos:R:3:mulliken_charge:R:1 method="wB97M-V/def2-TZVPD" gap_ev=8.75 e_tot_ha=-1417.0905 largest_force_ev_per_a=1.65 e_above_lowest_kcal_mol=29.9 mol_weight_da=354.34 lumo_energy_ev=0.0
C -2.461 -0.447 0.711 -0.5579
C -3.118 0.287 -0.179 -0.9231
C 1.199 0.600 1.171 -0.1108
O 1.821 1.783 0.642 -0.6868
C -0.209 0.456 0.657 1.0799
C -1.038 -0.527 1.007 0.5062
H -3.151 -0.910 1.417 0.3673
H -2.730 0.930 -0.961 0.0932
H -4.201 0.337 -0.180 0.2813
H 1.858 -0.272 1.108 0.2800
H 1.140 0.873 2.229 0.1561
H 1.546 1.945 -0.271 0.3624
H -0.410 1.183 -0.122 -0.4714
H -0.534 -1.393 1.422 -0.0895
H -1.947 3.941 -0.791 0.2745
H -3.429 3.650 -0.406 0.2923
O -2.745 3.482 -1.057 -0.5701
H 0.476 -1.223 3.520 0.3791
H 1.215 -2.393 4.187 0.2471
O 0.463 -2.198 3.624 -0.6161
H 0.458 -2.661 -0.848 0.2858
H 0.950 -1.229 -1.121 0.3039
O 1.245 -2.134 -0.973 -0.5923
H 0.248 0.215 -3.145 0.3908
H -1.241 -0.137 -2.845 0.3730
O -0.635 0.603 -3.002 -0.7104
H -1.262 -3.340 2.891 0.3549
H -0.456 -3.599 1.819 0.3072
O -1.321 -3.936 2.120 -0.7053
H 1.304 3.118 -3.366 0.4603
H 2.562 2.368 -3.485 0.2978
O 2.074 3.056 -3.951 -0.6935
H -1.229 3.014 2.368 0.2894
H -1.881 2.914 3.696 0.2429
O -1.502 2.351 3.024 -0.6276
H 2.864 -2.433 2.277 0.2962
H 3.485 -2.686 0.938 0.3096
O 3.700 -2.340 1.808 -0.6359
H -0.850 0.942 3.988 0.3095
H -0.661 0.211 5.237 0.2974
O -0.213 0.325 4.410 -0.5887
H -1.772 -2.051 -0.969 0.1764
H -1.540 -2.520 -2.265 0.2714
O -1.389 -1.688 -1.788 -0.5290
H 2.491 -0.726 -3.389 0.3375
H 1.838 0.374 -4.369 0.3365
O 1.924 0.081 -3.457 -0.7218
H -2.158 -3.758 0.423 0.3633
H -2.128 -4.836 -0.489 0.3242
O -2.419 -3.915 -0.513 -0.6476
H 3.772 -1.845 -2.147 0.3342
H 2.490 -2.459 -2.481 0.4136
O 3.299 -2.141 -2.928 -0.7356
H 0.502 3.950 0.275 0.3241
H 0.927 3.443 1.542 0.3292
O 0.147 3.882 1.172 -0.6811
H -0.375 2.042 -2.064 0.3089
H -0.465 3.578 -1.927 0.2813
O 0.166 2.854 -1.944 -0.7443

---

# 7
16
Properties=species:S:1:pos:R:3:mulliken_charge:R:1 method="wB97M-V/def2-TZVPD" gap_ev=9.68 smiles=CC#CC[C@H]1CN1 e_tot_ha=-288.5762 largest_force_ev_per_a=1.11 e_above_lowest_kcal_mol=129.2 mol_weight_da=95.14 lumo_energy_ev=0.9
C 1.710 0.866 1.645 -1.2059
C 1.313 -0.114 0.647 0.3250
C 1.135 -0.937 -0.225 0.1084
C 0.189 -1.618 -1.086 -0.7514
C -1.142 -0.536 -0.354 -0.1692
C -1.200 0.786 -0.997 -0.2662
N -2.449 0.161 -0.561 -0.6121
H 1.357 1.873 1.394 0.2767
H 2.801 0.881 1.670 0.2891
H 1.339 0.614 2.644 0.2908
H 0.223 -2.713 -0.915 0.3223
H 0.410 -1.453 -2.153 0.2871
H -0.955 -0.871 0.650 0.3617
H -1.146 0.736 -2.085 0.2165
H -0.809 1.719 -0.590 0.2402
H -2.777 0.608 0.313 0.2870

---

# 8
13
Properties=species:S:1:pos:R:3:mulliken_charge:R:1 method="wB97M-V/def2-TZVPD" gap_ev=7.74 smiles="CCC(=O)C(=S)S" e_tot_ha=-1027.5726 largest_force_ev_per_a=4.61 e_above_lowest_kcal_mol=37.0 mol_weight_da=134.22 lumo_energy_ev=-1.3
C -0.202 -0.374 -2.023 -1.1172
C -0.678 -0.393 -0.500 -0.5318
C 0.281 0.374 0.241 0.4433
O 1.025 1.173 -0.298 -0.5608
C 0.327 0.295 1.687 0.4385
S -0.743 -0.579 2.394 -0.2989
S 1.503 1.358 2.440 -0.1565
H -0.788 -1.110 -2.625 0.3520
H -0.469 0.636 -2.371 0.2743
H 0.840 -0.528 -2.105 0.3679
H -0.712 -1.384 -0.023 0.3542
H -1.840 -0.183 -0.548 0.2768
H 1.457 0.716 3.730 0.1581

---

What did the second record say?
20
Properties=species:S:1:pos:R:3:mulliken_charge:R:1 method="wB97M-V/def2-TZVPD" gap_ev="6.55 / 7.55" e_tot_ha=-913.2812 largest_force_ev_per_a=4.94 mol_weight_da=180.10 lumo_energy_ev="0.6 / -2.6" spin_multiplicity=3
C -0.657 1.901 -0.682 -0.6032
C -1.287 0.975 0.331 -0.2050
C 0.513 0.010 -0.751 0.1369
C -0.288 -0.082 0.529 0.9279
C 1.709 -0.919 -0.610 -0.7517
O -1.561 -2.577 -0.107 -0.4649
O 0.585 1.392 -0.932 -0.4528
O -1.694 1.453 1.577 -0.6143
O 0.598 0.203 1.729 -0.6518
O 1.247 -2.180 -0.124 -0.4648
P -0.714 -1.944 0.890 0.1073
H -1.205 1.790 -1.648 0.2857
H -0.453 3.029 -0.565 0.2836
H -2.192 0.565 -0.131 0.3399
H -0.108 -0.431 -1.554 0.3440
H 2.552 -0.593 0.099 0.2486
H 2.331 -1.057 -1.511 0.3505
H -0.874 1.681 2.157 0.3959
H 0.788 -0.674 2.087 0.3888
H 0.711 -2.542 -0.783 0.3995